[1]
Computed, not measured: a structure of composition C28H42N4OPtSbSi2 in a non-equilibrium geometry, with the ωB97M-V functional and the def2-TZVPD basis.

Properties
Total charge = +1
HOMO level (alpha / beta) = -8.25 / -11.04 eV
Frontier orbital gap (alpha / beta) = 0.23658 / 0.20707 Ha
Energy = -2324.67220 Ha
Multiplicity = 5
Max |F| = 1.896 eV/Å

Each line ends with the natural charge from an NBO analysis.
CARTESIAN COORDINATES (ANGSTROEM)
Pt 0.49018 -0.42743 0.04091  0.6404
O -1.75127 0.70816 -0.46242  -0.8407
C -2.53618 0.17936 -1.44253  0.3356
C -3.71437 0.77743 -1.81861  -0.2595
C -4.63964 0.15947 -2.65724  -0.1880
C -4.41927 -1.17246 -3.04680  -0.1804
C -3.24553 -1.78356 -2.74453  -0.2518
C -2.15712 -1.06868 -2.10728  -0.0617
C -0.86852 -1.50577 -2.35005  0.2919
N 0.33760 -0.96346 -1.94249  -0.5894
C 1.31006 -1.58364 -2.65279  -0.0371
C 0.77495 -2.53235 -3.47594  -0.0152
N -0.57620 -2.53510 -3.25574  -0.5236
H -3.94749 1.75103 -1.42717  0.2202
H -5.54310 0.67569 -2.93553  0.2233
H -5.18634 -1.69819 -3.59395  0.2292
H -3.10243 -2.82231 -2.99077  0.2051
H 2.33335 -1.27033 -2.60690  0.2313
H 1.23301 -3.18903 -4.18777  0.2376
H -1.25118 -2.95840 -3.86771  0.4333
C 1.82146 -0.10542 3.20622  -1.1150
Si 1.25764 1.03064 1.71359  1.1289
C 2.80404 2.05888 1.19172  -1.1020
C -0.02327 2.20251 2.52526  -0.4599
C 0.46339 2.82441 3.67440  -0.1982
C -0.33249 3.64634 4.44595  -0.1945
C -1.64454 3.86508 4.06458  -0.2236
C -2.11872 3.28228 2.90851  -0.1454
C -1.33319 2.43523 2.12138  -0.5076
Si -2.25331 1.98121 0.52041  1.8868
C -2.00551 3.55805 -0.53911  -1.1328
C -4.02190 1.56277 1.14376  -1.1439
H 2.89630 -0.05140 3.34165  0.2266
H 1.55809 -1.14872 3.04653  0.2207
H 1.36131 0.20609 4.13752  0.2357
H 3.18058 2.64197 2.02648  0.2360
H 2.58278 2.74310 0.37906  0.2393
H 3.60097 1.39489 0.86705  0.2204
H 1.48998 2.66092 3.96767  0.2079
H 0.06670 4.10632 5.33807  0.2208
H -2.29280 4.49458 4.65642  0.2212
H -3.13119 3.49033 2.60643  0.1995
H -2.55593 4.39831 -0.12721  0.2490
H -2.30415 3.42879 -1.57578  0.2370
H -0.95270 3.83259 -0.53878  0.2513
H -4.71354 2.37765 0.94960  0.2472
H -4.03435 1.38167 2.21490  0.2464
H -4.43145 0.67964 0.66535  0.2465
C 5.00151 -0.01557 -1.47532  -0.6280
C 4.67988 -1.49189 -1.33267  -0.7161
Sb 3.19355 -1.87652 0.23567  1.0754
C 2.86960 -4.00585 -0.15261  -0.7247
C 4.08579 -4.73270 -0.69062  -0.6246
C 4.71659 -2.07792 1.81228  -0.6946
C 4.36297 -3.06295 2.90427  -0.6272
H 5.74400 0.14043 -2.25813  0.2228
H 5.41068 0.38530 -0.54912  0.2105
H 4.11396 0.56302 -1.73244  0.2067
H 5.57146 -2.05598 -1.06009  0.2262
H 4.30353 -1.89590 -2.27085  0.2051
H 2.03828 -4.07823 -0.85196  0.2132
H 2.55356 -4.44321 0.79331  0.2233
H 4.37550 -4.33638 -1.66200  0.2054
H 3.85075 -5.79053 -0.81028  0.2210
H 4.93135 -4.64988 -0.00882  0.2082
H 4.88089 -1.08639 2.22816  0.2249
H 5.62673 -2.38399 1.30007  0.2186
H 3.44811 -2.77658 3.41962  0.2107
H 5.16530 -3.09963 3.64024  0.2250
H 4.23840 -4.06488 2.50077  0.2030
N -1.83160 -2.61902 3.25874  -0.4962
C -1.59375 -3.68654 2.44594  -0.0773
C -0.96345 -3.18352 1.34752  -0.0966
N -0.81021 -1.84026 1.49224  -0.5233
C -1.34625 -1.52435 2.64680  0.1925
H -2.29984 -2.64755 4.15026  0.4361
H -1.86958 -4.68524 2.70716  0.2333
H -0.62673 -3.69128 0.46725  0.2193
H -1.38177 -0.53464 3.05777  0.2286

Atomic forces in eV per Å
0.335 0.116 1.734
0.212 -0.895 -0.437
-0.471 0.825 0.413
0.494 0.186 0.131
-0.122 0.416 0.004
0.520 -0.700 -0.181
-0.916 -0.301 -0.413
1.518 -0.584 -0.009
-0.835 0.393 -0.229
0.116 -0.372 -1.478
-0.292 0.413 0.013
-0.682 -0.274 -0.148
0.444 0.046 0.037
-0.093 0.180 0.060
-0.080 0.045 -0.023
-0.055 -0.148 0.015
-0.052 -0.193 -0.043
0.177 -0.009 0.169
0.120 -0.087 -0.110
-0.044 -0.029 0.003
-0.216 0.488 -0.638
0.568 -0.193 0.866
-0.781 -0.467 0.163
0.796 -0.528 -0.491
-0.080 0.104 0.046
0.080 0.023 0.144
-0.015 0.145 0.048
-0.178 -0.065 -0.097
-0.031 -0.432 -0.481
-0.537 1.605 0.855
-0.329 -0.832 0.230
0.549 0.085 -0.382
0.307 0.008 0.029
-0.051 -0.113 -0.096
-0.105 0.116 0.202
0.028 0.111 0.225
-0.071 0.100 -0.163
0.121 -0.136 -0.068
0.149 -0.034 0.121
0.007 0.054 0.071
-0.029 0.067 0.030
-0.299 0.098 0.024
-0.119 0.118 0.128
-0.098 -0.014 -0.147
0.151 -0.081 0.101
-0.136 0.161 -0.070
0.181 0.043 0.120
-0.024 -0.141 -0.131
0.011 0.030 -0.015
-0.450 -0.040 0.259
0.329 -0.363 -0.001
0.041 0.522 0.169
-0.064 -0.004 0.000
-0.416 0.184 -0.332
-0.056 -0.016 0.022
0.023 0.054 -0.015
0.011 0.108 0.041
-0.019 0.102 0.012
-0.069 -0.115 0.025
0.031 -0.129 -0.051
-0.140 0.038 0.006
-0.149 0.038 0.067
0.141 -0.048 -0.038
0.122 -0.072 -0.051
0.107 -0.019 -0.036
0.019 0.120 -0.057
0.045 0.045 -0.133
-0.075 -0.037 0.074
0.006 -0.049 0.090
-0.055 -0.144 0.035
-0.102 0.159 0.178
0.128 -0.282 -0.374
-0.086 -0.454 0.093
0.425 0.906 -0.165
0.080 0.284 0.037
0.058 0.062 -0.054
-0.118 -0.217 0.059
0.110 -0.190 -0.143
-0.018 0.214 0.153



[2]
Computed, not measured: a structure of composition C28H42N5O6PS3V, with the ωB97M-V functional and the def2-TZVPD basis.

Properties
Total charge = -2
HOMO level (alpha / beta) = -1.24 / -1.71 eV
Frontier orbital gap (alpha / beta) = 0.20112 / 0.21800 Ha
Energy = -4297.46577 Ha
Multiplicity = 4
Max |F| = 0.636 eV/Å
Relative energy (zero: lowest compared OMol25 entry of this formula, charge and spin) = 0.0000 eV

Each line ends with the Mulliken spin population.
CARTESIAN COORDINATES (ANGSTROEM)
V 0.16990 -0.22915 0.33991  3.1483
S 2.32195 -3.48852 -1.10140  0.0025
C 2.25028 -2.14976 -2.15553  0.0104
S 1.86933 -0.54708 -1.60350  -0.0201
C 2.55818 -2.30426 -3.52817  0.0105
C 2.96411 -3.54717 -4.08436  -0.0030
N 3.30354 -4.52481 -4.60165  0.0025
C 2.46285 -1.23816 -4.46166  0.0012
N 2.39136 -0.41200 -5.27027  0.0017
C -1.43948 -3.39335 -0.43690  0.0361
N -1.15520 -2.48484 0.67213  -0.0340
C -0.48263 -3.24729 1.71774  0.0310
C -2.42047 -1.94132 1.17945  0.0389
C -2.19138 -0.91417 2.25722  -0.0509
C -2.94374 -0.94083 3.42682  -0.0149
C -2.73092 0.00792 4.42092  0.0282
C -1.74597 0.96790 4.22234  -0.0254
C -0.99666 0.96441 3.04788  0.0305
C -1.18123 0.03169 2.01422  -0.0424
H -2.03458 -4.25552 -0.08505  0.0010
H -0.50348 -3.75470 -0.85917  -0.0111
H -2.00072 -2.87039 -1.20663  -0.0094
H -1.12538 -4.07763 2.06139  -0.0012
H -0.25819 -2.60305 2.56635  0.0021
H 0.44259 -3.65849 1.31498  -0.0053
H -3.07025 -2.75946 1.54466  0.0009
H -2.92654 -1.47537 0.33143  -0.0156
H -3.69699 -1.71350 3.56676  -0.0015
H -3.31410 -0.01099 5.33586  0.0033
H -1.55428 1.71471 4.98884  -0.0022
H -0.22138 1.72293 2.94524  0.0076
C 2.07533 -1.29076 4.66305  -0.0019
C 3.23939 -1.28378 3.68273  0.0011
S 2.67155 -1.87588 2.06266  -0.0058
O 1.54772 -0.92854 1.78195  -0.0258
C 4.09742 -1.35637 1.09443  -0.0044
C 5.22445 -2.36774 1.21775  0.0001
H 2.34578 -0.75989 5.57766  0.0004
H 1.78755 -2.30952 4.93177  0.0000
H 1.20926 -0.79451 4.22206  0.0031
H 4.04080 -1.95792 3.99646  -0.0008
H 3.64181 -0.27929 3.54159  0.0018
H 4.35270 -0.34325 1.39700  -0.0009
H 3.70097 -1.31480 0.07864  0.0014
H 5.63619 -2.41463 2.22973  0.0000
H 6.03445 -2.09246 0.54109  0.0002
H 4.87614 -3.36024 0.92697  0.0001
C -1.00666 5.07542 0.77618  -0.0005
N 0.09329 4.13567 0.80680  -0.0024
C 1.31540 4.49717 1.29012  0.0018
C 2.30116 3.60314 1.38833  0.0038
C 2.06080 2.20537 1.00590  0.0906
O 2.97565 1.39452 1.11343  0.0052
N 0.80282 1.85997 0.54445  -0.1730
C -0.16898 2.80278 0.42309  0.0056
O -1.29573 2.57870 -0.01223  -0.0022
H -0.60397 6.08902 0.77183  -0.0003
H -1.66408 4.94986 1.64081  0.0002
H -1.60118 4.91090 -0.11822  0.0002
H 1.42521 5.53977 1.56554  0.0005
H 3.28458 3.86674 1.74577  0.0004
C -0.35156 3.50554 -3.11453  -0.0020
C -0.01384 2.05755 -2.83093  0.0280
O -1.23486 1.32899 -2.66260  0.0060
P -1.46306 0.22408 -1.48518  -0.0748
O -2.98445 0.53605 -1.03829  0.0029
C -3.97702 0.90792 -1.98608  0.0047
C -4.30148 2.37905 -1.81397  0.0001
O -1.85023 -1.02831 -2.46568  0.0086
C -0.98970 -1.44060 -3.53310  0.0077
C -1.72424 -1.32295 -4.84995  -0.0009
H 0.56643 4.08804 -3.22605  0.0002
H -0.93394 3.91557 -2.28895  0.0006
H -0.93273 3.59588 -4.03511  -0.0003
H 0.60650 1.96376 -1.94199  0.0002
H 0.53936 1.60388 -3.65643  -0.0024
H -4.85487 0.28346 -1.79642  0.0000
H -3.63505 0.70358 -3.00251  0.0001
H -4.67274 2.57076 -0.80626  0.0001
H -5.05590 2.69570 -2.54019  0.0001
H -3.39376 2.96545 -1.95476  0.0001
H -0.68728 -2.47106 -3.33409  0.0000
H -0.08609 -0.83757 -3.54459  0.0026
H -2.64560 -1.91109 -4.83538  0.0000
H -1.08594 -1.68171 -5.65940  0.0000
H -1.97825 -0.27913 -5.04476  0.0001

Atomic forces in eV per Å
0.077 -0.629 -0.051
-0.075 -0.005 0.103
0.001 0.002 -0.033
-0.089 0.001 -0.117
-0.062 0.010 0.057
0.019 -0.014 0.004
-0.006 -0.001 -0.007
0.018 0.034 0.004
-0.037 -0.006 0.011
0.036 0.001 -0.052
0.028 0.053 -0.052
0.072 0.001 0.061
-0.058 0.008 0.062
0.020 -0.023 -0.045
-0.042 0.001 -0.015
0.004 -0.003 -0.012
-0.009 -0.003 -0.015
-0.044 -0.024 0.032
0.019 0.210 0.228
0.022 0.015 0.004
0.078 -0.017 -0.014
0.004 0.005 0.001
-0.005 0.004 -0.006
0.009 0.010 -0.021
0.039 0.020 -0.001
0.056 -0.035 -0.010
-0.060 0.012 0.014
-0.003 0.003 0.009
-0.001 0.003 0.001
-0.005 -0.005 0.005
0.000 -0.012 0.006
0.003 -0.021 0.000
0.009 -0.085 0.009
0.143 0.107 -0.029
-0.215 -0.131 0.171
0.003 -0.034 -0.007
-0.026 -0.034 0.003
0.004 -0.021 0.013
-0.016 -0.002 -0.023
0.010 0.033 0.009
0.034 0.047 0.004
-0.071 0.023 -0.078
0.023 -0.024 -0.010
0.006 0.000 0.006
0.006 -0.007 0.007
0.000 0.006 0.002
0.004 0.002 -0.011
0.002 -0.009 0.001
0.006 0.022 0.018
0.004 0.003 -0.020
0.004 -0.006 0.029
-0.044 0.003 -0.032
0.000 0.030 -0.009
0.333 0.482 0.070
-0.027 -0.078 0.049
-0.004 0.000 -0.074
0.005 -0.002 0.014
-0.010 -0.015 -0.011
-0.001 0.009 -0.017
0.000 0.001 0.003
-0.002 0.002 0.005
0.017 -0.010 -0.004
0.022 0.004 0.000
-0.004 -0.035 0.023
-0.285 0.188 -0.386
0.001 -0.042 0.026
0.002 0.057 -0.018
0.007 0.003 0.006
-0.118 -0.088 0.006
0.026 -0.022 0.035
-0.017 -0.003 -0.004
-0.008 -0.013 -0.009
-0.007 0.020 0.026
-0.010 -0.003 0.005
0.008 0.000 0.049
0.012 0.008 0.007
-0.002 0.007 0.010
0.005 -0.018 0.006
0.009 -0.002 0.001
-0.005 -0.006 0.001
-0.007 0.005 -0.008
0.018 -0.009 0.000
0.131 0.041 -0.012
0.012 0.003 -0.003
0.005 -0.001 -0.010
-0.004 -0.006 0.005